Record 1
Molecular formula: C11H15N
Method: DFT, ωB97M-V/def2-TZVPD

The max |F| is 6.01 eV/Å. The value obtained for the molar mass is 161.2 g mol⁻¹. As for the SMILES: Cc1c[nH]c2ccccc12.CC. The spin multiplicity is 1.

```
27
Properties=species:S:1:pos:R:3:forces:R:3:nbo_charge:R:1
C -2.162190 -1.394987 -2.870547 -1.5 3.4 -3.1 -0.626
C -1.137005 -0.522394 -2.319039 2.4 -0.8 1.6 -0.072
C -0.767161 0.689964 -2.795429 0.5 1.0 2.4 -0.043
N 0.326606 1.220688 -1.974418 -1.6 -2.1 -2.7 -0.560
C 0.784247 0.214222 -1.145757 -2.0 0.6 -2.0 0.188
C 1.984613 0.189991 -0.462135 -1.4 0.6 0.0 -0.279
C 2.051550 -0.895782 0.332100 2.0 -0.6 3.4 -0.185
C 1.084478 -1.844704 0.546811 0.6 -0.9 0.1 -0.278
C 0.036545 -1.832730 -0.301000 -4.6 -3.7 -1.2 -0.152
C -0.191592 -0.868114 -1.264440 2.6 2.0 0.7 -0.115
H -2.665861 -2.128040 -2.334398 -0.7 -0.9 1.7 0.226
H -1.806879 -1.905956 -3.780937 -0.2 0.4 0.1 0.224
H -2.884360 -0.476111 -3.150621 0.5 -2.8 -0.1 0.213
H -1.373782 1.321623 -3.442517 0.6 0.0 0.0 0.210
H 0.342005 2.184021 -1.811677 0.6 1.3 0.3 0.402
H 2.615127 1.061595 -0.376769 0.3 -0.2 -0.2 0.226
H 2.779175 -1.013645 1.132125 0.8 0.6 -0.5 0.204
H 1.288067 -2.603087 1.327607 -0.6 0.5 -0.8 0.223
H -0.764231 -2.700437 -0.288231 1.6 1.6 0.3 0.197
C 0.158383 1.679104 3.815695 3.9 -3.3 0.9 -0.602
C -0.120664 1.298500 2.370122 -0.5 -3.5 1.9 -0.619
H -0.329645 2.481144 4.211129 -1.1 2.6 0.8 0.198
H 0.028563 0.849636 4.605912 -0.6 0.8 -1.6 0.203
H 1.328278 1.725384 3.977229 -2.1 0.7 -0.5 0.198
H 0.157544 0.196923 2.329316 -0.1 1.3 -0.5 0.213
H 0.377938 1.789415 1.612961 1.5 1.3 -1.2 0.202
H -1.139747 1.283777 2.056907 -1.1 0.3 0.2 0.204
```
Positions in Å, forces in eV/Å.

---

Record 2
Molecular formula: C11H15N
Method: DFT, ωB97M-V/def2-TZVPD

The max |F| is 2.85 eV/Å. The value obtained for the molar mass is 161.2 g mol⁻¹. As for the SMILES: Cc1c[nH]c2ccccc12.CC. The spin multiplicity is 1.

```
27
Properties=species:S:1:pos:R:3:forces:R:3:nbo_charge:R:1
C -0.092371 -2.956082 2.540553 -1.5 -2.0 1.4 -0.660
C 0.625458 -2.089203 1.595998 2.0 0.5 -0.9 -0.117
C 1.966423 -1.765382 1.620989 -0.2 -0.8 0.4 -0.005
N 2.384397 -1.120625 0.487674 -1.4 0.6 -0.4 -0.530
C 1.237765 -0.836371 -0.274710 0.9 0.2 0.9 0.134
C 1.093581 -0.037763 -1.410136 -0.5 -0.8 0.7 -0.238
C -0.194505 -0.080857 -1.919203 -0.4 1.3 -0.4 -0.222
C -1.295834 -0.708474 -1.324660 0.1 -0.3 1.8 -0.239
C -1.162539 -1.324150 -0.080629 1.1 -0.4 -1.7 -0.180
C 0.153287 -1.416553 0.411863 -1.2 -0.9 0.2 -0.086
H -0.976367 -3.566731 2.215499 -0.2 1.8 -0.5 0.231
H -0.320062 -2.427808 3.467740 -0.5 0.0 -0.1 0.221
H 0.295647 -3.923886 2.910051 1.7 0.7 -0.2 0.231
H 2.712082 -1.961116 2.363396 0.1 -0.4 0.3 0.201
H 3.255386 -0.628290 0.416068 0.0 0.0 -0.1 0.407
H 1.914318 0.609023 -1.730857 -0.5 -0.4 -0.4 0.221
H -0.467750 0.592324 -2.702742 0.2 0.2 -0.8 0.207
H -2.318772 -0.613817 -1.649427 0.1 0.2 -0.8 0.211
H -1.998534 -1.893419 0.305722 0.1 0.3 0.5 0.214
C -2.320929 5.430499 -1.173534 0.8 0.4 -0.5 -0.618
C -1.363639 4.395182 -0.578090 -0.9 -0.8 1.9 -0.627
H -1.735557 6.326192 -1.395372 -0.3 0.2 0.2 0.205
H -2.733482 5.147469 -2.135915 -0.1 -0.3 -0.1 0.205
H -3.157341 5.708092 -0.539468 0.0 -0.1 0.2 0.207
H -0.329539 4.702304 -0.487487 0.3 0.0 -0.9 0.209
H -1.491949 3.362252 -0.940097 0.4 0.5 -0.3 0.214
H -1.570745 4.264123 0.504525 -0.3 0.1 -0.4 0.204
```
Positions in Å, forces in eV/Å.

---

Record 3
Molecular formula: C11H15N
Method: DFT, ωB97M-V/def2-TZVPD

The max |F| is 8.02 eV/Å. The value obtained for the molar mass is 161.2 g mol⁻¹. As for the SMILES: Cc1c[nH]c2ccccc12.CC. The spin multiplicity is 1.

```
27
Properties=species:S:1:pos:R:3:forces:R:3:nbo_charge:R:1
C -2.330745 0.510146 2.121766 -0.5 1.3 0.0 -0.637
C -0.917651 0.615206 1.634520 1.5 -2.6 1.8 -0.084
C 0.212428 0.124846 2.410690 -1.3 1.8 -1.0 -0.048
N 1.366363 0.393225 1.711775 0.9 -0.3 0.2 -0.521
C 1.014680 0.777460 0.453491 -1.4 1.0 -1.4 0.114
C 1.878310 1.130555 -0.602722 1.8 -0.7 1.5 -0.215
C 1.343534 1.358853 -1.832484 -1.4 0.1 0.7 -0.243
C -0.103813 1.202972 -1.924253 2.9 0.3 -7.5 -0.220
C -1.002282 1.148932 -0.998242 -3.4 0.1 5.4 -0.217
C -0.435265 0.905145 0.322535 2.0 0.0 0.7 -0.086
H -3.004883 -0.131220 1.551871 0.3 -0.5 0.2 0.217
H -2.811489 1.488476 1.984550 0.1 0.1 0.0 0.214
H -2.406871 0.361268 3.210259 0.1 -0.4 -0.5 0.222
H 0.361010 -0.341418 3.383818 -0.7 0.4 -0.1 0.212
H 2.344650 0.462594 2.117913 -2.1 -0.4 -0.9 0.423
H 2.965047 1.058905 -0.276046 -1.1 0.6 -1.1 0.206
H 1.842610 1.838922 -2.685494 0.0 -0.9 0.4 0.227
H -0.353413 1.041734 -3.066127 -0.2 1.1 2.2 0.204
H -2.149414 1.372123 -1.018094 2.3 -1.0 -0.6 0.232
C -0.521147 -2.476187 -1.584238 -2.3 3.7 0.5 -0.628
C 0.053920 -3.780754 -1.386086 3.0 -3.1 -2.7 -0.632
H -0.670868 -2.067934 -0.508892 0.0 0.1 -1.9 0.213
H 0.104704 -1.721791 -2.157787 -0.6 -1.1 0.8 0.222
H -1.555493 -2.463557 -2.126503 1.7 -0.1 1.1 0.206
H 1.195006 -3.861335 -1.602407 -1.9 0.2 0.7 0.204
H -0.189726 -4.289717 -0.524055 0.0 -0.1 3.0 0.209
H -0.387215 -4.602678 -1.955306 0.1 0.4 -1.4 0.205
```
Positions in Å, forces in eV/Å.

---

no.,LUMO energy (eV)
1,0.920
2,0.921
3,0.887